No. 1
75
Properties=species:S:1:pos:R:3:mulliken_charge:R:1 method="wB97M-V/def2-TZVPD" e_tot_ev=-145605.9287 orbital_gap_ev=8.104 total_charge=+1 lumo_ev=-1.95
Sn 2.052 -0.331 0.628 0.684
As -1.282 1.463 -0.072 0.859
S 2.231 -1.273 -1.755 -0.408
S 2.049 -2.855 1.568 -0.507
F 1.750 -1.365 -4.640 -0.403
F 3.187 3.620 -3.024 -0.343
F 3.032 1.644 -1.215 -0.376
F 2.786 3.106 -5.688 -0.302
F 2.067 0.580 -6.468 -0.324
O -0.935 -1.594 3.929 -0.265
O 0.318 1.100 0.025 0.174
O -0.024 -0.824 2.094 -0.301
N 4.313 -3.783 0.444 0.051
N 2.628 -5.169 0.367 0.105
N 1.340 1.084 3.310 -0.540
N 0.524 0.195 4.031 -0.086
C -3.911 0.556 3.727 -0.625
C -1.038 -1.653 5.344 -0.938
C -1.210 0.961 -2.811 -0.701
C -1.350 3.375 -0.291 -0.092
C 3.716 -5.930 -0.222 -0.551
C -2.008 0.721 -1.698 0.392
C -0.232 5.486 -0.501 -0.706
C -0.141 -0.743 3.301 0.683
C 1.298 -5.698 0.380 -0.843
C 2.660 2.131 -4.787 0.641
C -0.175 4.112 -0.332 -0.285
C -3.660 -0.467 2.824 -0.755
C -2.561 2.046 2.422 -0.592
C -2.635 5.365 -0.617 -0.712
C -3.346 1.808 3.538 -0.741
C 2.758 1.361 -2.508 0.412
C 3.019 -3.956 0.730 0.320
C -1.464 6.108 -0.628 -0.417
C -1.627 0.558 -4.064 -0.644
C 2.291 0.845 -5.179 0.303
C -2.583 3.993 -0.454 -0.020
C -2.334 1.031 1.501 0.203
C -3.646 -0.315 -3.091 -0.671
C -2.844 -0.092 -4.198 -0.589
C 4.930 -5.003 -0.042 -0.547
C 2.378 0.067 -2.865 0.297
C 2.137 -0.155 -4.230 0.148
C -3.239 0.099 -1.833 -0.146
C -2.859 -0.236 1.716 -0.162
C 2.877 2.385 -3.437 0.026
H 0.992 -5.950 -0.639 0.322
H 1.267 -6.596 0.999 0.310
H -3.172 -0.420 -5.174 0.408
H 5.463 -4.821 -0.977 0.304
H -4.106 -1.440 2.976 0.440
H -4.600 -0.808 -3.210 0.424
H -2.135 3.033 2.247 0.432
H 0.123 0.519 4.905 0.247
H 0.791 1.798 2.829 0.176
H -3.881 -0.039 -0.969 0.460
H -1.683 -0.858 5.732 0.324
H -4.555 0.380 4.577 0.461
H 3.822 -6.885 0.299 0.332
H -3.590 5.851 -0.735 0.413
H 0.619 -4.953 0.787 0.213
H -1.022 0.758 -4.936 0.456
H -1.512 -2.612 5.546 0.275
H 1.997 1.534 3.938 0.270
H -2.624 -1.040 1.029 0.490
H -0.056 -1.625 5.821 0.409
H -3.526 2.603 4.249 0.452
H 0.676 6.069 -0.535 0.447
H 4.839 -2.963 0.690 0.189
H 0.768 3.581 -0.238 0.381
H 5.633 -5.390 0.704 0.299
H -0.268 1.485 -2.667 0.215
H -1.519 7.179 -0.743 0.400
H 3.503 -6.140 -1.276 0.320
H -3.485 3.389 -0.455 0.424

***

No. 2
70
Properties=species:S:1:pos:R:3:mulliken_charge:R:1 method="wB97M-V/def2-TZVPD" e_tot_ev=-194109.0112 orbital_gap_ev=5.173 total_charge=-1 lumo_ev=2.16
Br -2.301 1.424 0.167 -0.084
Ge 0.981 0.416 -1.576 0.847
Sc -0.229 -0.718 1.619 -0.760
O -1.042 -2.502 0.050 0.067
O 1.018 -0.959 3.246 -0.532
O 2.205 -2.141 4.731 -0.757
O -2.309 -1.031 2.083 -0.395
O -3.491 -1.023 3.990 -0.794
O -2.847 4.420 4.354 -0.547
N -0.666 -2.924 2.816 0.870
N -0.851 1.335 2.495 0.268
C 3.684 -0.538 -2.236 -0.297
C -0.226 4.520 -2.421 -0.747
C -0.825 -3.816 0.537 -0.666
C 4.825 -0.715 -3.011 -0.548
C 1.153 -0.304 0.130 0.381
C -1.096 -2.601 -3.644 -0.671
C -1.140 2.716 4.416 -0.674
C -2.629 -0.765 -3.681 -0.886
C -1.294 -3.938 1.973 -1.115
C 1.492 3.130 -0.770 -0.488
C -0.120 3.136 -2.516 0.159
C 1.367 -2.048 3.853 0.377
C 0.732 2.402 -1.692 0.009
C -1.693 0.018 -3.010 0.032
C -2.577 -1.416 3.282 0.407
C 2.682 0.729 -3.992 -0.202
C -2.331 -2.078 -4.005 -0.414
C -2.168 3.398 3.771 0.934
C 3.814 0.555 -4.775 -0.660
C 4.893 -0.170 -4.283 -0.369
C 0.535 5.214 -1.494 -0.392
C -1.840 1.992 1.904 0.308
C -0.512 1.692 3.738 -0.978
C -1.588 -2.453 3.847 -0.738
C 2.594 0.186 -2.710 -0.139
C 0.627 -3.300 3.359 -0.558
C -0.179 -1.814 -2.967 -0.665
C -2.531 3.038 2.481 -0.467
C -0.446 -0.481 -2.638 0.418
C 1.405 4.510 -0.672 -0.669
H 5.663 -1.282 -2.619 0.367
H -1.989 -2.305 0.059 0.175
H -3.055 -2.692 -4.528 0.369
H -3.591 -0.344 -3.948 0.387
H -2.527 4.544 5.254 0.291
H 0.771 -2.246 -2.669 0.388
H 2.189 -0.185 0.481 0.230
H 2.146 2.592 -0.090 0.338
H -1.336 -4.553 -0.094 0.410
H 1.234 -3.743 2.564 0.355
H 0.251 -3.981 0.442 0.302
H -2.155 -3.273 4.308 0.390
H -1.967 1.036 -2.767 0.235
H 0.297 1.121 4.178 0.561
H -0.707 2.639 -3.276 0.301
H 0.454 6.291 -1.413 0.372
H -0.839 2.968 5.424 0.322
H 3.859 0.986 -5.769 0.374
H 0.559 -4.026 4.182 0.284
H -1.125 -4.953 2.364 0.321
H 5.780 -0.307 -4.890 0.352
H -1.023 -1.966 4.646 0.350
H 2.010 5.039 0.056 0.387
H -3.328 3.545 1.961 0.484
H -2.372 -3.761 1.989 0.454
H -0.851 -3.629 -3.886 0.383
H -0.904 5.055 -3.076 0.387
H 3.628 -0.973 -1.244 0.264
H 1.852 1.304 -4.388 0.299